1.
A 2-piece molecular cluster, C14H16 overall in a non-equilibrium geometry, computed with ωB97M-V/def2-TZVPD.

Summary:
- E_HOMO: -8.77 eV
- Orbital gap: 9.573 eV
- Energy relative to the best compared isomer or geometry (same formula, charge and spin): 276.4 kJ/mol
- 2S+1: 1
- Charge: 0
- SMILES: Cc1ccccc1.Cc1ccccc1

Element x y z (Å)
C  -0.690  2.442  1.512
C  -1.303  1.256  2.090
C  -2.372  0.729  1.454
C  -2.861  -0.566  1.812
C  -2.312  -1.165  2.984
C  -1.092  -0.637  3.517
C  -0.506  0.577  3.125
H  0.127  2.789  2.061
H  -1.417  3.333  1.468
H  -0.505  2.113  0.510
H  -2.796  1.403  0.754
H  -3.689  -0.779  1.260
H  -2.472  -2.156  3.339
H  -0.536  -1.226  4.206
H  0.565  0.645  3.522
C  0.572  1.364  -2.724
C  1.198  -0.054  -2.714
C  2.506  -0.092  -2.223
C  3.084  -1.272  -1.729
C  2.272  -2.371  -1.610
C  0.951  -2.325  -2.062
C  0.390  -1.121  -2.578
H  -0.306  1.368  -3.378
H  1.109  2.233  -3.201
H  0.618  1.697  -1.635
H  3.095  0.798  -2.321
H  4.152  -1.261  -1.445
H  2.577  -3.495  -1.407
H  0.309  -3.139  -1.845
H  -0.668  -1.089  -2.741

Results of the Löwdin charge analysis, in e, for atoms 1 through 2: number 1, C, carries -0.075; number 2, C, carries -0.315

2.
The molecule C14H16 in a non-equilibrium geometry, computed with ωB97M-V/def2-TZVPD.

Summary:
- E_HOMO: -7.69 eV
- Orbital gap: 8.251 eV
- Energy relative to the best compared isomer or geometry (same formula, charge and spin): 661.5 kJ/mol
- 2S+1: 1
- Charge: 0
- SMILES: C=C=C1C=CC=C[C@]12/C(=C\C)C2(C)C

Element x y z (Å)
C  -3.374  -1.695  1.136
C  -2.477  -1.042  0.445
C  -1.637  -0.254  -0.236
C  -2.155  0.376  -1.477
C  -1.682  1.520  -1.910
C  -0.874  2.282  -1.085
C  -0.231  1.764  -0.045
C  -0.268  0.278  0.049
C  1.130  -0.125  -0.278
C  2.080  0.229  -1.154
C  2.015  0.737  -2.531
C  0.614  -0.483  1.093
C  0.289  -1.899  1.467
C  1.127  0.192  2.357
H  -3.292  -2.803  1.156
H  -3.976  -1.240  1.883
H  -2.728  -0.289  -2.082
H  -2.354  1.967  -2.668
H  -1.012  3.369  -1.274
H  0.622  2.236  0.512
H  3.117  -0.120  -0.796
H  2.104  1.748  -2.342
H  1.102  0.700  -3.089
H  2.781  0.186  -2.977
H  -0.284  -2.502  0.803
H  -0.359  -1.785  2.486
H  1.184  -2.469  1.825
H  0.294  -0.012  3.002
H  1.363  1.157  2.273
H  2.045  -0.201  2.780

Results of the Löwdin charge analysis, in e, for atoms 1 through 2: number 1, C, carries 0.016; number 2, C, carries -0.032

3.
C14H16BCoN6O3S2Se as an isolated structure, computed with ωB97M-V/def2-TZVPD.

Summary:
- E_HOMO (alpha / beta): -4.56 / -4.57 eV
- Orbital gap (alpha / beta): 7.334 / 7.335 eV
- Expectation value of S²: 3.759
- Energy relative to the best compared isomer or geometry (same formula, charge and spin): 115.4 kJ/mol
- 2S+1: 4
- Charge: -1

Element x y z (Å)
Co  -0.679  -1.004  -1.366
B  -3.301  0.140  -3.521
N  -1.829  0.668  -3.635
C  -1.464  1.560  -4.564
C  -0.111  1.827  -4.426
C  0.288  1.028  -3.357
N  -0.754  0.338  -2.893
N  -3.513  -0.949  -2.409
C  -4.674  -1.595  -2.264
C  -4.603  -2.411  -1.147
C  -3.319  -2.205  -0.652
N  -2.673  -1.320  -1.418
H  -4.016  1.089  -3.257
H  -3.606  -0.361  -4.583
H  -2.189  1.951  -5.261
H  0.488  2.500  -5.015
H  1.260  0.901  -2.900
H  -5.480  -1.428  -2.962
H  -5.365  -3.065  -0.759
H  -2.809  -2.643  0.191
O  1.929  -2.608  0.933
S  0.833  -2.125  0.116
O  -0.458  -2.784  0.364
O  0.586  -0.637  0.255
S  1.157  -2.352  -1.886
C  1.628  2.522  1.134
N  2.372  1.436  1.728
C  3.048  0.480  1.018
Se  3.464  0.499  -0.740
N  3.430  -0.472  1.917
C  2.922  -0.173  3.175
C  3.010  -0.827  4.388
C  2.414  -0.219  5.490
C  1.760  1.005  5.371
C  1.679  1.665  4.149
C  2.270  1.053  3.057
H  1.767  2.468  0.058
H  1.989  3.485  1.501
H  0.568  2.410  1.367
H  3.538  -1.419  1.575
H  3.513  -1.783  4.470
H  2.463  -0.706  6.456
H  1.298  1.447  6.246
H  1.171  2.616  4.054

Results of the Löwdin charge analysis, in e, for atoms 1 through 2: number 1, Co, carries 0.516; number 2, B, carries -0.399